Density functional theory data (ωB97M-V/def2-TZVPD) for a molecular structure, C29H40CrN3O4Si3 in a non-equilibrium geometry.

As for the expectation value of S²: 3.7802. As for the highest occupied orbital energy (spin up / spin down): -0.426 / -0.916 eV. The calculation puts the total energy at -95436.0199 eV. The HOMO-LUMO gap (spin up / spin down) comes out at 4.984 / 5.474 eV. As for the multiplicity: 4. For the energy above the lowest of the compared OMol25 structures with the same formula, charge and spin, the calculation gives 5.523 eV. As for the charge: -2.

```
80
Properties=species:S:1:pos:R:3:forces:R:3:mulliken_spin:R:1
Cr -0.42225 0.74741 0.13188 3.0190 -2.1605 -0.8060 2.9469
C 0.67030 -1.75729 4.58722 -1.0617 0.9550 2.2395 0.0001
O -0.10417 -0.64791 5.10572 0.1738 0.3446 -0.4791 0.0002
C -0.36276 0.51923 4.37765 0.3867 0.1146 0.5151 0.0112
C -0.65315 1.52786 5.30586 0.0219 -0.0692 0.1157 -0.0049
C -0.87464 2.85406 4.99875 -0.0560 -0.1901 0.1421 0.0061
C -0.80427 3.19608 3.67145 -0.0451 -0.0588 -0.2707 0.0052
C -0.57110 2.22172 2.70559 -0.1484 0.6215 -0.0166 0.0060
C -0.60861 2.79695 1.33649 1.7309 -0.7769 -0.5675 -0.0366
N -1.45573 2.35450 0.45658 -1.4375 0.9099 -0.7145 -0.0175
N -1.39815 3.04897 -0.79028 -0.1935 0.1553 0.0311 0.0179
C -0.95516 2.33660 -1.78704 -0.4401 0.4282 -0.5899 0.0102
O -0.49456 1.13128 -1.80387 -0.9896 0.6886 0.0547 -0.0323
C -1.05310 3.02500 -3.12840 -0.1263 0.3313 0.1396 -0.0035
C -1.73343 4.23994 -3.25801 -0.0069 0.0265 -0.0333 -0.0029
C -1.85043 4.87032 -4.48621 0.0375 -0.0575 -0.0021 0.0011
C -1.28950 4.29779 -5.62432 -0.0166 0.0212 -0.0010 -0.0011
C -0.61645 3.09201 -5.50810 -0.0104 -0.0079 0.0309 0.0009
C -0.50132 2.46418 -4.27236 0.0620 -0.2285 -0.0518 -0.0015
C -0.34356 0.84180 2.97665 -0.1764 -0.1445 -0.4910 0.0331
O -0.14205 0.02952 1.91780 -1.7943 1.4246 2.4318 -0.0853
H 0.88692 -2.38163 5.45748 -0.0149 0.0311 0.3067 -0.0001
H 1.61840 -1.41589 4.18799 -0.4676 -0.5772 -0.2814 -0.0003
H 0.05567 -3.11390 3.12196 -0.6159 -0.3639 -1.4963 0.0007
H -0.66436 1.22083 6.34315 0.0554 -0.1315 0.0486 -0.0001
H -1.08107 3.58369 5.77297 0.0103 -0.0310 0.0089 0.0008
H -0.96641 4.21803 3.34653 0.0577 0.0029 -0.0259 -0.0003
H -0.02798 3.69245 1.13641 -0.2602 0.1941 0.1561 0.0066
H -2.17410 4.67385 -2.37158 0.0311 -0.0281 0.0486 0.0013
H -2.38696 5.81042 -4.55569 0.0061 0.0027 -0.0200 0.0000
H -1.38251 4.78459 -6.58904 0.0024 0.0051 0.0054 -0.0002
H -0.17700 2.62415 -6.38181 0.0049 0.0221 -0.0116 0.0000
H 0.01919 1.51869 -4.19670 -0.0082 0.0060 0.0827 0.0006
C 2.21169 0.37437 -2.87423 0.0571 -0.0773 -0.2436 -0.0042
Si 2.38015 -0.67432 -1.32054 -0.5200 -0.3871 0.5207 0.0009
C 3.71463 0.21606 -0.33977 0.2436 -0.0849 -0.1050 0.0103
C 3.20311 -2.28427 -1.95452 0.2169 0.1315 -0.0769 0.0001
C 0.86069 -1.17396 -0.35229 0.1041 0.2128 0.4978 0.0217
Si 1.23352 -1.50956 1.47487 0.4135 1.5072 0.5267 0.0014
C -0.30631 -2.46253 2.31592 1.1912 -2.9994 -2.8630 0.0077
C 2.69799 -2.74264 1.66811 -0.4883 -0.7617 -0.2279 -0.0018
C 2.29431 -0.03342 2.50050 0.4489 -1.3239 -0.6774 0.0040
Si -0.40385 -2.15914 -1.19619 0.9048 0.3888 0.5000 -0.0356
C -0.48894 -1.92711 -3.06595 -0.2285 -0.1028 -0.0909 0.0057
C -0.22523 -4.03234 -0.92301 -0.5390 -0.1610 -0.3757 -0.0046
C -2.15708 -1.61886 -0.57741 0.2083 -0.3416 -0.1675 0.0187
C -3.29923 -2.41175 -0.69820 -0.0885 0.0407 0.0934 -0.0100
C -4.51430 -1.95959 -0.21260 -0.0066 -0.0119 -0.0174 0.0095
C -4.56795 -0.71002 0.38563 0.0034 -0.0512 -0.0385 -0.0014
C -3.40375 0.03522 0.45900 0.0157 0.0792 -0.0119 0.0479
N -2.23323 -0.39751 -0.01317 -0.5114 -0.5853 -0.0210 -0.0822
H 3.20120 0.77020 -3.13068 0.0191 -0.0729 0.0062 -0.0001
H 1.54188 1.20870 -2.70345 -0.0151 0.0598 0.0773 0.0059
H 1.85655 -0.20909 -3.73126 -0.0704 0.0632 0.0300 -0.0008
H 4.56321 0.42535 -1.00568 -0.0716 -0.0125 -0.0274 0.0022
H 4.08844 -0.37855 0.49299 0.0402 0.0568 -0.0726 0.0013
H 3.30890 1.15400 0.04252 -0.0909 -0.0166 0.0375 -0.0035
H 4.14867 -2.06960 -2.46966 -0.0107 -0.0398 -0.0202 -0.0006
H 2.55109 -2.81238 -2.65790 -0.0089 -0.0121 0.0194 0.0003
H 3.41567 -2.95534 -1.11845 -0.0198 -0.0171 -0.0070 0.0009
H -0.60556 -3.30411 1.66933 -0.2989 0.5781 -0.7167 0.0001
H -1.17424 -1.84137 2.47131 -0.0640 -0.0089 0.6296 0.0013
H -0.04166 -2.27804 3.95387 1.4363 1.1267 1.9149 0.0001
H 2.49953 -3.68279 1.13552 0.1447 -0.0598 0.0267 0.0001
H 2.88658 -2.99020 2.71999 -0.0160 0.0690 0.0328 0.0003
H 3.60648 -2.29862 1.25941 -0.0210 -0.0148 -0.0222 0.0003
H 1.89645 0.93288 2.22727 0.0481 0.2266 -0.0289 0.0027
H 3.36668 -0.01959 2.25859 -0.2265 -0.2222 -0.0463 0.0024
H 2.27190 -0.21233 3.57927 -0.0029 0.6203 -0.2899 -0.0007
H 0.45748 -2.19441 -3.54144 0.0105 0.0240 0.0167 0.0002
H -0.72603 -0.88851 -3.30267 0.0827 0.0352 0.0377 -0.0015
H -1.27062 -2.56502 -3.49695 0.0130 0.0027 0.0157 -0.0004
H 0.77397 -4.32987 -1.25011 0.0331 0.0601 -0.0028 -0.0005
H -0.95504 -4.62002 -1.49874 0.0570 -0.0114 0.0063 -0.0001
H -0.33826 -4.30262 0.12308 0.0840 -0.0552 0.0206 0.0004
H -3.22658 -3.38906 -1.16112 0.0544 0.0025 0.0018 0.0000
H -5.40640 -2.57191 -0.29366 0.0043 0.0051 -0.0016 0.0013
H -5.49294 -0.31221 0.78258 0.0141 0.0111 0.0190 -0.0002
H -3.38398 1.02488 0.89993 0.0380 0.0282 -0.0174 0.0007
O 1.03471 1.77566 0.28519 -0.3184 0.6424 0.6400 0.1377
```
Forces are in eV/Å.